(1)
{"formula": "C5H13N3P", "method": "ωB97M-V/def2-TZVPD", "lumo_energy_ev": -4.2576, "smiles": "C/P=N/[NH+]=C(/C)N(C)C", "total_charge": 1, "e_above_lowest_ev": 0.000, "orbital_gap_ev": 8.8, "homo_ev": -13.060, "symbols": ["C", "P", "N", "N", "C", "C", "N", "C", "C", "H", "H", "H", "H", "H", "H", "H", "H", "H", "H", "H", "H", "H"], "xyz": [[1.34309, -3.47697, 0.66259], [2.12546, -1.85712, 1.20453], [0.91198, -0.90711, 0.80857], [0.94915, 0.42984, 1.00550], [0.04274, 1.19915, 0.38491], [0.37629, 2.61001, 0.60386], [-0.89736, 0.69694, -0.47150], [-2.00536, 1.40623, -0.93190], [-0.75760, -0.61542, -1.07300], [0.40485, -3.15217, 0.41635], [1.82410, -3.82095, -0.28577], [1.37587, -4.35592, 1.29449], [1.91035, 0.86579, 1.34162], [-0.42184, 3.22020, 0.27907], [0.77118, 2.96578, 1.57282], [1.16176, 2.88010, -0.14835], [-2.34222, 1.20493, -1.91483], [-2.79047, 1.10546, -0.30711], [-1.83086, 2.48634, -0.81205], [-1.18718, -0.64542, -2.16498], [0.30445, -0.87557, -1.11800], [-1.26836, -1.36412, -0.34683]], "atomic_forces_ev_per_a": [[2.85, 0.08, -0.69], [-0.12, -0.77, 0.06], [0.49, -1.01, 1.19], [2.19, 0.10, -0.03], [0.04, -1.13, -0.84], [0.61, 1.57, -1.05], [4.09, 0.19, 1.17], [-0.75, 2.80, 0.77], [-0.89, -2.23, -0.63], [-2.70, 0.25, -0.47], [-0.09, 0.45, 0.57], [0.00, 0.30, 0.60], [-2.73, -0.71, -0.74], [-0.91, 0.91, 0.16], [-0.54, -0.77, -0.28], [-0.34, -0.43, 0.47], [0.42, -0.35, -1.15], [-1.69, -0.02, 0.91], [-0.43, -0.41, -0.19], [0.53, 0.29, 2.33], [-0.73, -0.02, -0.37], [0.71, 0.92, -1.79]]}

(2)
{"formula": "C30H31BO6", "method": "ωB97M-V/def2-TZVPD", "lumo_energy_ev": -2.5877, "e_above_lowest_ev": 0.000, "orbital_gap_ev": 2.6, "homo_ev": -5.195, "symbols": ["C", "C", "C", "C", "C", "B", "O", "C", "C", "C", "C", "O", "C", "O", "O", "H", "H", "H", "H", "H", "H", "H", "H", "H", "H", "H", "H", "H", "H", "C", "O", "C", "C", "C", "C", "C", "C", "C", "C", "C", "O", "C", "C", "C", "C", "C", "C", "C", "C", "C", "C", "H", "H", "H", "H", "H", "H", "H", "H", "H", "H", "H", "H", "H", "H", "H", "H", "H"], "xyz": [[6.85878, -3.03398, 0.60162], [5.95767, -2.27708, -0.31395], [6.08803, -0.96043, -0.67481], [4.85065, -0.55851, -1.22552], [3.82671, -1.53102, -0.96089], [3.75936, 1.89460, 2.68895], [3.80822, 0.74561, 3.34083], [2.43885, -0.01418, 2.58216], [2.18226, 0.55157, 1.17268], [1.60732, -0.32407, 0.15964], [2.29124, 1.89762, -1.96187], [2.97656, 1.10163, -2.57520], [1.87578, 1.92159, 1.19572], [3.67061, 2.91065, 1.95646], [4.67208, -2.71124, -0.65604], [7.63541, -2.29126, 0.88243], [6.41467, -3.32572, 1.57308], [7.35231, -3.92299, 0.15636], [6.96932, -0.31671, -0.50855], [4.80050, 0.21617, -1.95584], [2.81381, -1.09014, 2.57572], [1.62078, 0.27476, 3.29685], [1.12800, 0.22703, -0.64031], [3.02694, -1.71365, -1.85324], [0.68583, -0.62526, 0.70635], [1.20090, 1.79462, -2.05114], [2.74812, 2.82693, -1.54955], [1.83694, 2.43615, 0.20288], [1.36188, 2.38761, 2.06379], [-2.75353, -3.79611, -3.86701], [-1.48358, -4.45609, -3.60738], [-0.69550, -3.93660, -2.62658], [0.67891, -4.34281, -2.58680], [1.57256, -3.59217, -1.82734], [1.22554, -2.48481, -1.04658], [2.42375, -1.58436, -0.40475], [-1.54966, 0.34636, 0.12425], [-2.13790, 0.17544, 1.34434], [-3.06532, 1.16431, 1.79394], [-3.23335, 2.31291, 0.99347], [-3.68058, 3.52200, 1.59537], [-5.02568, 3.79312, 1.57455], [-5.42295, 4.69467, 2.57592], [-6.74948, 4.70452, 2.98854], [-7.68716, 3.88480, 2.34898], [-7.31358, 3.12367, 1.24087], [-5.98012, 3.11926, 0.80335], [-2.69352, 2.41462, -0.28593], [-1.78357, 1.39504, -0.73090], [-0.17676, -2.25111, -0.93342], [-1.14637, -2.95319, -1.69365], [-3.11843, -4.27801, -4.76554], [-3.47038, -3.94344, -3.05659], [-2.64851, -2.72840, -4.06593], [0.95923, -5.24706, -3.15581], [2.64254, -3.87531, -1.85053], [2.62326, -2.18531, 0.52109], [-1.91458, -0.70157, 1.97825], [-3.59674, 1.08629, 2.74369], [-4.68409, 5.32002, 3.06941], [-7.08490, 5.33905, 3.81554], [-8.71580, 3.80550, 2.69421], [-8.02069, 2.51416, 0.66743], [-5.62227, 2.55136, -0.05991], [-2.97216, 3.25854, -0.93270], [-1.28017, 1.48940, -1.68769], [-0.64333, -1.43556, -0.34415], [-2.23470, -2.71351, -1.57264]], "atomic_forces_ev_per_a": [[0.89, -0.08, 0.02], [-3.08, -0.03, 0.43], [-0.38, 0.58, -0.46], [0.46, -0.22, 0.51], [1.23, -0.90, -3.88], [0.85, 0.91, -0.69], [-2.05, 0.20, -1.77], [0.57, -0.12, -0.37], [0.13, 2.75, 3.00], [1.05, -0.83, -0.97], [0.56, 0.16, -2.10], [-0.24, 0.36, 0.77], [-1.16, -2.19, -1.28], [0.98, -0.96, 1.64], [0.82, 0.48, 1.89], [-0.20, -0.62, -0.31], [-0.34, 0.06, -0.79], [-0.41, 0.53, 0.18], [-0.63, -0.59, -0.46], [-0.66, 1.00, 0.36], [-0.86, 1.53, 0.34], [1.09, -0.62, -0.43], [0.20, 0.06, -0.15], [2.69, -0.13, -0.39], [0.29, -0.75, -0.71], [-0.11, 0.22, 0.64], [-0.28, -0.48, 0.19], [-0.43, -0.33, 1.45], [0.98, -0.04, -0.66], [0.56, -0.54, 0.11], [-0.49, 0.34, 0.30], [0.51, 0.91, 0.69], [-1.40, 0.16, -0.08], [1.05, -0.44, -0.19], [0.02, -0.04, -1.20], [-4.70, -0.99, 5.03], [2.44, -1.86, -1.00], [-1.98, 1.45, 0.80], [0.65, 0.01, -0.31], [0.65, 0.04, 0.16], [-0.72, -0.49, -1.01], [-0.10, -0.13, 1.01], [-0.53, -0.13, 0.06], [-0.29, 0.06, -0.31], [-0.17, -0.40, -0.30], [0.53, 0.27, -0.46], [0.46, -0.02, 0.39], [0.77, -0.68, -0.76], [-2.01, 1.49, 1.48], [-0.02, -0.02, -0.21], [1.04, -0.60, -0.41], [-0.11, -0.09, -0.05], [0.13, -0.06, 0.02], [0.30, -0.01, 0.16], [0.05, 0.82, 0.25], [-0.61, -0.06, -0.11], [-0.05, 0.38, -0.37], [-0.28, 0.39, -0.20], [0.24, 0.20, -0.05], [0.01, -0.30, -0.02], [0.27, -0.20, -0.30], [0.21, 0.23, 0.04], [0.08, 0.33, 0.41], [-0.33, -0.07, 0.41], [0.30, -0.06, 0.48], [-0.13, 0.04, -0.23], [0.36, 0.19, -0.10], [1.32, -0.06, -0.15]]}

(3)
{"formula": "C7H10", "method": "ωB97M-V/def2-TZVPD", "lumo_energy_ev": 1.2312, "smiles": "C1[C@@H]2CC3(CC3)[C@H]12", "e_above_lowest_ev": 3.694, "orbital_gap_ev": 9.4, "homo_ev": -8.165, "symbols": ["C", "C", "C", "C", "C", "C", "C", "H", "H", "H", "H", "H", "H", "H", "H", "H", "H"], "xyz": [[-0.55829, -1.08706, 1.46939], [-1.27651, -1.27855, 0.17936], [-0.26249, -1.06471, -0.95081], [-0.02705, 0.41492, -0.41514], [0.67476, 1.67066, -1.02011], [1.60854, 1.15972, -0.01592], [-1.03474, 0.13123, 0.71101], [0.51432, -1.27084, 1.46862], [-1.07556, -1.35273, 2.38752], [-2.23316, -1.80142, 0.11949], [-0.67739, -1.22259, -1.95963], [0.61277, -1.71117, -0.84087], [0.98933, 1.53690, -2.05264], [0.21456, 2.63286, -0.81038], [2.55708, 0.70659, -0.33272], [1.75617, 1.75129, 0.90229], [-1.78233, 0.78491, 1.16054]], "atomic_forces_ev_per_a": [[0.11, 0.02, 0.19], [-0.02, 0.18, -0.06], [0.47, 0.38, 0.05], [2.68, 0.72, 0.68], [-1.44, -0.86, -0.13], [-0.94, -1.13, 0.29], [0.11, 0.40, -0.12], [-0.13, 0.02, 0.14], [-0.03, 0.14, -0.18], [0.40, 0.20, -0.13], [0.15, 0.60, 0.28], [-0.03, 0.01, -0.17], [-0.26, 0.15, -0.02], [-0.09, -0.07, -0.21], [-0.71, -0.19, -0.08], [-0.61, -0.59, -0.29], [0.32, 0.03, -0.24]]}

(4)
{"formula": "C23H46F3NO7", "method": "ωB97M-V/def2-TZVPD", "lumo_energy_ev": 0.5706, "smiles": "CC[C@@H](C)[C@H]1NC(=O)C[C@H]1CCC(F)(F)F.COCCOCCOC.COCCOCCOC", "orbital_gap_ev": 9.8, "homo_ev": -9.193, "symbols": ["C", "C", "C", "C", "C", "N", "C", "O", "C", "C", "C", "C", "C", "F", "F", "F", "H", "H", "H", "H", "H", "H", "H", "H", "H", "H", "H", "H", "H", "H", "H", "H", "H", "H", "C", "O", "C", "C", "O", "C", "C", "O", "C", "H", "H", "H", "H", "H", "H", "H", "H", "H", "H", "H", "H", "H", "H", "C", "O", "C", "C", "O", "C", "C", "O", "C", "H", "H", "H", "H", "H", "H", "H", "H", "H", "H", "H", "H", "H", "H"], "xyz": [[1.12003, 2.95068, 0.56001], [1.17900, 1.40429, 0.16532], [-0.27019, 0.98737, -0.43543], [-0.35896, 1.75008, -1.85928], [-0.44657, -0.59014, -0.59473], [0.77416, -1.46589, -0.57065], [0.79000, -1.99638, 0.78198], [1.69825, -2.10759, 1.61220], [-0.76034, -2.39926, 0.99933], [-1.64806, -1.35376, 0.13421], [-2.53267, -0.59827, 1.22051], [-3.98850, -0.16757, 0.69969], [-3.99610, 1.15066, -0.16792], [-3.40631, 2.25360, 0.43685], [-5.35752, 1.50689, -0.36321], [-3.49963, 0.86065, -1.44042], [1.83984, 3.25874, 1.37754], [0.06848, 3.16404, 0.94932], [1.27669, 3.59886, -0.36692], [1.98754, 1.24008, -0.62653], [1.36250, 0.81240, 1.11331], [-1.02986, 1.46256, 0.25734], [-1.27942, 1.45345, -2.44536], [0.60677, 1.54568, -2.43875], [-0.43324, 2.88036, -1.69535], [-0.73997, -0.68088, -1.70252], [1.63540, -1.04571, -0.93323], [-0.83448, -2.33719, 2.13715], [-0.91442, -3.48648, 0.71056], [-2.20351, -1.92055, -0.68624], [-2.73135, -1.35861, 2.05384], [-1.97420, 0.25460, 1.73037], [-4.54832, -0.99331, 0.17117], [-4.59266, 0.07173, 1.64303], [2.76555, -3.37754, -4.05739], [1.55816, -3.19927, -4.77101], [0.68745, -2.26267, -4.14927], [-0.13777, -1.51659, -5.19048], [0.60050, -0.54056, -5.92577], [1.55010, -1.03304, -6.87300], [0.91894, -1.68862, -8.09583], [0.42847, -2.98470, -7.77368], [-0.69675, -3.35135, -8.54766], [2.57377, -3.88033, -3.10209], [3.42720, -4.00097, -4.66042], [3.26460, -2.41732, -3.88576], [1.25342, -1.53662, -3.55356], [0.01835, -2.82300, -3.48605], [-0.91173, -0.95335, -4.65918], [-0.66022, -2.19957, -5.86093], [2.27932, -1.68540, -6.39453], [2.09898, -0.15109, -7.21590], [1.67867, -1.81031, -8.87856], [0.11508, -1.04793, -8.47436], [-1.48298, -2.59240, -8.47928], [-1.09198, -4.28671, -8.14997], [-0.40831, -3.50191, -9.59251], [2.22925, 1.54621, 8.59307], [1.16874, 1.96575, 7.75770], [1.34623, 3.28965, 7.26837], [0.73197, 3.44123, 5.88216], [1.48403, 2.81544, 4.84226], [1.47149, 1.38672, 4.81035], [0.13092, 0.79065, 4.39800], [-0.80616, 0.86676, 5.46834], [-2.13786, 0.99671, 5.01524], [2.22284, 2.11278, 9.53180], [2.08712, 0.48783, 8.81603], [3.19462, 1.66167, 8.08847], [2.40994, 3.54990, 7.21954], [0.84436, 3.97067, 7.96518], [0.72960, 4.50730, 5.63505], [-0.30934, 3.11850, 5.86131], [1.82789, 0.96995, 5.75120], [2.20595, 1.10893, 4.04865], [0.26322, -0.27124, 4.15274], [-0.24148, 1.31909, 3.51229], [-2.23568, 1.84332, 4.32706], [-2.77600, 1.18594, 5.87906], [-2.46291, 0.07233, 4.52618]], "atomic_forces_ev_per_a": [[-0.43, -0.01, -0.31], [-0.99, 0.51, 0.32], [1.53, 0.90, -0.15], [-0.05, 0.06, 0.61], [-1.37, 0.67, -3.95], [-0.22, 0.30, 3.06], [-0.36, -0.32, -0.15], [-1.96, 0.18, -2.40], [1.31, -0.16, 0.81], [2.15, -1.12, 1.63], [-0.88, -0.66, -0.44], [0.59, 1.17, 1.39], [-2.00, -1.03, 0.01], [-0.57, -2.03, -1.54], [2.38, -0.28, 0.13], [-0.29, 1.25, 2.07], [-0.67, -0.49, -1.07], [1.35, -0.12, -0.44], [-0.13, -0.78, 1.37], [-0.98, 0.00, 1.26], [0.10, 0.47, -1.20], [0.73, -0.85, -0.79], [1.17, 0.17, 0.57], [-1.46, 0.18, 0.58], [0.16, -1.59, -0.17], [0.21, 0.35, 1.37], [-0.41, -0.04, 0.48], [-0.52, 0.01, -1.51], [0.29, 1.34, 0.25], [0.33, 0.93, 1.47], [0.18, 1.08, -1.21], [-0.76, -0.98, -0.88], [0.88, 1.03, 0.29], [0.70, -0.15, -1.39], [-0.22, -0.18, -0.08], [0.25, 0.33, 0.02], [-0.16, -0.27, -0.44], [0.05, 0.16, 0.14], [0.06, -0.27, -0.02], [-0.15, 0.19, -0.15], [0.29, -0.36, 0.30], [-0.35, 0.19, 0.07], [0.27, -0.07, 0.12], [0.15, 0.10, 0.05], [-0.13, -0.01, 0.01], [0.00, 0.00, 0.11], [0.01, 0.00, -0.02], [-0.11, 0.19, 0.18], [0.13, 0.07, 0.02], [0.19, -0.18, 0.03], [-0.12, -0.23, -0.07], [-0.15, 0.03, 0.01], [0.02, 0.25, -0.05], [-0.02, 0.00, 0.03], [-0.01, 0.04, -0.10], [0.13, 0.02, -0.01], [-0.15, 0.04, -0.10], [-0.27, 0.02, 0.01], [0.34, -0.04, -0.17], [-0.40, -0.28, -0.09], [0.19, 0.13, -0.02], [-0.14, -0.15, 0.18], [-0.05, 0.09, -0.29], [0.15, -0.20, 0.53], [-0.13, 0.37, -0.21], [0.24, -0.13, 0.20], [0.18, -0.04, 0.00], [-0.10, 0.09, -0.01], [0.04, 0.07, 0.07], [-0.01, -0.03, -0.02], [0.07, 0.23, -0.06], [0.14, -0.06, -0.01], [0.05, -0.18, 0.19], [-0.24, -0.05, 0.10], [-0.09, 0.10, -0.05], [0.14, 0.04, -0.23], [-0.01, 0.07, -0.01], [-0.04, -0.03, -0.11], [0.09, -0.09, 0.00], [-0.15, 0.04, -0.13]]}